# 1
The following is a DFT calculation (ωB97M-V with the def2-TZVPD basis set) of a single CH5Cl2N2PS molecule in a non-equilibrium geometry.

Geometry as XYZ:
```
12
Properties=species:S:1:pos:R:3:nbo_charge:R:1
C -0.18 -0.71 1.27 -0.44
N -0.26 -0.10 -0.13 -0.65
N -0.41 -0.91 -1.22 -0.66
P 0.49 1.32 -0.50 1.33
S 2.38 1.24 -0.74 -0.49
Cl -0.42 2.22 -2.03 -0.20
Cl -0.16 2.39 1.09 -0.25
H -1.02 -1.28 1.74 0.22
H 0.80 -1.29 1.33 0.20
H 0.00 0.20 1.83 0.22
H -1.35 -1.29 -1.32 0.35
H 0.12 -1.79 -1.33 0.35
```

* structure (SMILES): CN(N)P(=S)(Cl)Cl


# 2
The following is a DFT calculation (ωB97M-V with the def2-TZVPD basis set) of a molecular structure, C4H7NOS2 in a non-equilibrium geometry.

Geometry as XYZ:
```
15
Properties=species:S:1:pos:R:3:nbo_charge:R:1
C 0.14 0.58 -0.92 -0.23
C 0.56 -0.08 0.33 0.07
C -0.24 0.40 1.58 -0.55
C -0.06 -1.39 0.40 -0.24
H -1.47 -0.56 -1.79 0.39
H -1.89 1.30 -1.43 0.39
H 0.89 0.28 -1.75 0.20
H 0.26 1.70 -0.60 0.21
H 2.15 -0.50 -0.34 0.48
H 0.45 0.62 2.39 0.24
H -0.89 1.35 1.44 0.23
N -1.34 0.24 -1.16 -0.89
O 1.91 -0.06 0.50 -0.67
S -0.96 -1.19 1.82 0.43
S 0.49 -2.71 -0.48 -0.06
```


# 3
The following is a DFT calculation (ωB97M-V with the def2-TZVPD basis set) of 9 unconnected molecules or ions with the total composition C41H84BFO27P in a non-equilibrium geometry.

Geometry as XYZ:
```
155
Properties=species:S:1:pos:R:3:lowdin_charge:R:1
C 0.86 -0.78 7.55 -0.16
C 0.81 -0.98 5.89 -0.24
C -0.15 0.22 5.32 -0.22
C 0.03 0.55 3.72 -0.23
C 1.59 0.71 3.22 -0.21
C 1.82 -0.35 1.97 -0.21
C 1.71 -1.91 2.54 -0.20
C 2.11 -3.04 1.42 -0.21
C 1.78 -4.59 1.85 -0.10
B 2.17 -4.98 3.39 -0.90
C 3.67 -4.47 3.85 -0.18
C 4.75 -5.54 3.16 -0.08
F 3.92 -4.51 5.31 -0.14
O 0.99 -4.56 4.21 -0.11
C 0.03 -5.71 4.11 -0.13
C 1.11 -6.87 4.64 -0.43
C 0.69 -8.33 4.05 -0.13
C 0.49 -9.53 5.15 -0.39
C 1.87 -9.89 6.02 -0.13
C -0.84 -9.34 6.12 -0.12
P 1.16 -6.51 6.51 0.85
O -0.32 -6.27 7.11 -0.55
O 2.25 -6.44 3.77 -0.09
H 0.90 0.38 7.79 0.06
H -0.14 -1.22 8.00 0.08
H 1.82 -1.28 8.03 0.08
H 0.38 -2.06 5.69 0.12
H 1.91 -0.97 5.49 0.09
H -0.05 1.22 5.97 0.11
H -1.27 -0.14 5.47 0.12
H -0.54 -0.22 3.03 0.11
H -0.48 1.61 3.54 0.09
H 1.72 1.81 2.77 0.10
H 2.40 0.61 4.07 0.10
H 2.87 -0.12 1.48 0.11
H 0.98 -0.17 1.15 0.10
H 0.60 -2.08 2.90 0.12
H 2.37 -1.93 3.51 0.10
H 3.24 -2.94 1.09 0.11
H 1.46 -2.79 0.45 0.11
H 0.67 -4.80 1.55 0.10
H 2.45 -5.28 1.14 0.10
H 3.97 -3.41 3.46 0.11
H 4.40 -5.94 2.12 0.08
H 5.78 -4.98 2.96 0.07
H 5.01 -6.40 3.94 0.09
H -0.99 -5.62 4.67 0.13
H -0.28 -6.07 3.04 0.11
H -0.25 -8.26 3.33 0.13
H 1.58 -8.68 3.34 0.14
H 0.27 -10.52 4.52 0.12
H 2.08 -11.06 5.92 0.08
H 1.62 -9.71 7.15 0.06
H 2.79 -9.25 5.68 0.08
H -1.70 -8.76 5.59 0.09
H -1.19 -10.46 6.39 0.08
H -0.47 -8.88 7.13 0.06
H 1.93 -7.43 7.31 -0.01
H 1.82 -5.20 6.66 0.04
C -0.54 0.94 -4.07 -0.04
O -0.24 0.90 -2.68 0.00
C -1.09 1.63 -1.90 -0.53
O -2.04 2.29 -2.30 0.08
O -0.69 1.50 -0.61 -0.01
C -1.49 2.22 0.33 -0.04
H 0.19 0.33 -4.59 0.10
H -1.54 0.53 -4.26 0.09
H -0.47 1.97 -4.45 0.10
H -2.53 1.86 0.31 0.10
H -1.46 3.29 0.12 0.10
H -1.09 2.05 1.32 0.08
C 6.35 -1.38 5.58 -0.04
O 6.98 -0.13 5.86 -0.01
C 6.39 0.94 5.27 -0.56
O 5.40 0.91 4.55 0.10
O 7.09 2.05 5.62 -0.02
C 6.58 3.26 5.07 -0.06
H 6.90 -2.16 6.10 0.10
H 5.32 -1.38 5.95 0.10
H 6.37 -1.59 4.50 0.10
H 5.56 3.45 5.42 0.10
H 6.61 3.24 3.97 0.10
H 7.21 4.08 5.41 0.09
C -4.08 4.22 -2.32 -0.05
O -5.49 3.99 -2.46 -0.03
C -6.23 4.44 -1.42 -0.52
O -5.80 4.99 -0.42 0.07
O -7.53 4.16 -1.68 -0.01
C -8.44 4.58 -0.66 -0.04
H -3.59 3.82 -3.21 0.08
H -3.87 5.29 -2.26 0.11
H -3.69 3.69 -1.45 0.08
H -8.40 5.66 -0.53 0.10
H -8.22 4.06 0.28 0.09
H -9.45 4.31 -0.98 0.10
C -5.25 -2.39 -6.26 -0.05
O -5.36 -1.87 -4.94 -0.01
C -5.48 -0.51 -4.88 -0.54
O -5.50 0.24 -5.84 0.10
O -5.57 -0.15 -3.58 0.01
C -5.70 1.25 -3.37 -0.04
H -5.16 -3.48 -6.19 0.09
H -6.15 -2.16 -6.84 0.10
H -4.36 -2.01 -6.76 0.10
H -6.61 1.63 -3.84 0.11
H -4.82 1.78 -3.75 0.07
H -5.77 1.42 -2.29 0.10
C 2.74 3.47 -3.28 -0.04
O 2.50 3.19 -4.66 -0.02
C 2.88 4.19 -5.50 -0.57
O 3.38 5.25 -5.18 0.11
O 2.60 3.79 -6.77 -0.03
C 2.94 4.75 -7.77 -0.05
H 2.40 2.61 -2.70 0.09
H 3.81 3.61 -3.10 0.10
H 2.17 4.35 -2.96 0.10
H 4.02 4.94 -7.76 0.10
H 2.38 5.68 -7.63 0.10
H 2.68 4.33 -8.75 0.09
C -1.26 4.75 -9.75 -0.06
O -1.51 4.46 -8.38 -0.01
C -2.41 3.46 -8.18 -0.56
O -2.98 2.82 -9.05 0.11
O -2.56 3.29 -6.84 -0.01
C -3.48 2.26 -6.47 -0.06
H -0.53 5.56 -9.80 0.09
H -0.83 3.87 -10.26 0.10
H -2.17 5.07 -10.26 0.10
H -3.14 1.29 -6.84 0.10
H -4.48 2.49 -6.84 0.10
H -3.52 2.22 -5.38 0.07
C -5.67 5.46 2.04 -0.07
O -5.37 5.42 3.44 0.00
C -6.21 6.14 4.21 -0.56
O -7.16 6.80 3.82 0.10
O -5.82 6.02 5.50 -0.01
C -6.62 6.73 6.44 -0.06
H -4.93 4.84 1.52 0.09
H -6.66 5.04 1.85 0.08
H -5.59 6.48 1.66 0.11
H -7.65 6.37 6.42 0.10
H -6.58 7.81 6.23 0.10
H -6.21 6.56 7.44 0.09
C 5.99 0.23 -11.22 -0.05
O 6.29 0.19 -9.82 -0.01
C 5.45 0.92 -9.05 -0.56
O 4.50 1.57 -9.45 0.10
O 5.84 0.79 -7.76 0.00
C 5.04 1.51 -6.82 -0.04
H 6.73 -0.39 -11.74 0.09
H 5.00 -0.18 -11.41 0.10
H 6.07 1.25 -11.60 0.10
H 4.01 1.14 -6.84 0.10
H 5.08 2.58 -7.03 0.09
H 5.45 1.33 -5.82 0.10
```

* charge: -1


Number 1: gap between HOMO and LUMO 0.35615 hartree, total energy -1810.5614 hartree. Number 2: gap between HOMO and LUMO 0.31134 hartree, total energy -1082.8904 hartree. Number 3: gap between HOMO and LUMO 0.24574 hartree, total energy -4110.0444 hartree.